# 1
10
Properties=species:S:1:pos:R:3:lowdin_charge:R:1 method="wB97M-V/def2-TZVPD" homo_ha="-0.310 / -0.300" relative_energy_kj_mol=477.8 energy_ev=-26785.0629
C 0.124 -0.109 1.108 -0.238
C 0.328 -0.595 -0.298 -0.350
N 0.205 -0.824 2.207 -0.565
N -0.656 1.811 -1.852 -0.461
S 0.111 -1.251 3.723 0.619
S 0.035 0.408 -2.010 0.781
H -0.394 0.815 1.083 0.090
H 1.439 -0.757 -0.510 0.072
H -0.170 -1.525 -0.621 0.057
H -1.021 2.027 -2.830 -0.005

***

# 2
16
Properties=species:S:1:pos:R:3:lowdin_charge:R:1 method="wB97M-V/def2-TZVPD" homo_ha="-0.480 / -0.493" relative_energy_kj_mol=458.6 total_charge=+1 energy_ev=-9525.8784
C 0.594 -1.345 1.154 -0.085
C -0.592 -0.669 1.798 -0.099
C 0.128 0.600 -1.673 -0.046
C 0.751 1.650 -0.808 -0.039
C -0.070 -0.184 0.523 -0.206
N -0.779 -0.221 -0.787 0.128
F 0.086 2.728 -0.497 0.094
H 1.457 -1.128 1.679 0.078
H 0.775 -2.363 0.607 0.166
H -1.503 -1.295 1.992 0.128
H -0.534 0.102 2.677 0.161
H -0.333 1.170 -2.368 0.108
H 0.829 -0.019 -2.067 0.115
H 1.761 1.906 -0.530 0.143
H -1.626 0.269 -0.673 0.164
H -0.943 -1.201 -1.027 0.191

***

# 3
38
Properties=species:S:1:pos:R:3:lowdin_spin:R:1 method="wB97M-V/def2-TZVPD" homo_ha="-0.283 / -0.281" relative_energy_kj_mol=62.4 spin_multiplicity=5 energy_ev=-91565.6913
Fe -0.117 0.038 1.382 3.603
C 1.405 -2.753 -1.815 0.000
C 0.922 -1.985 -0.633 0.001
N 0.786 -0.709 -0.592 0.042
O 1.147 -0.029 -1.751 0.009
C 0.533 -2.705 0.592 0.020
C 0.447 -4.186 0.712 0.005
N 0.190 -1.875 1.520 0.081
O -0.310 -2.093 2.672 0.094
H 1.770 -2.098 -2.599 0.000
H 0.587 -3.362 -2.206 0.000
H 2.196 -3.439 -1.510 0.000
H 1.244 0.882 -1.428 0.000
H -0.191 -4.607 -0.068 0.001
H 0.011 -4.425 1.681 0.001
H 1.425 -4.667 0.642 0.001
C -2.037 2.958 -1.793 0.000
C -2.194 1.488 -1.877 0.000
N -2.402 0.827 -2.967 0.001
N -2.551 -0.469 -2.574 0.000
C -2.462 -0.648 -1.242 0.001
S -2.697 -1.983 -0.300 0.007
N -2.197 0.625 -0.804 0.001
N -1.971 0.908 0.551 0.020
H -2.104 3.360 -2.800 0.000
H -1.081 3.250 -1.359 0.000
H -2.837 3.396 -1.193 0.000
H -2.756 -1.190 -3.241 0.000
H -1.802 1.912 0.617 0.003
H -2.822 0.654 1.055 0.001
C 3.203 3.389 3.344 0.002
O 2.458 3.394 2.121 0.007
C 1.673 2.380 1.814 0.014
S 1.551 1.001 2.790 0.040
S 0.817 2.557 0.355 0.044
H 3.386 4.434 3.576 0.000
H 4.145 2.864 3.189 0.000
H 2.636 2.907 4.138 0.001

***

# 4
130
Properties=species:S:1:pos:R:3:lowdin_charge:R:1 method="wB97M-V/def2-TZVPD" homo_ha=-0.411 total_charge=+1 energy_ev=-225541.8875
C 4.896 -3.465 -1.029 -0.076
C 3.804 -2.675 -1.951 -0.238
O 3.087 -1.790 -1.050 -0.206
C 2.774 -0.524 -1.671 -0.155
C 1.307 -0.672 -2.345 -0.099
O 0.594 0.595 -2.074 -0.104
C -0.508 0.198 -1.253 -0.151
N -1.642 -0.371 -1.920 0.179
C -2.852 -0.805 -1.225 -0.086
C -4.005 -1.360 -2.198 -0.164
C -3.594 -2.792 -2.825 -0.270
N -4.673 -3.307 -3.751 -0.003
C -2.996 -0.704 0.344 -0.215
P -4.576 -1.271 1.179 0.916
C -4.396 -1.667 3.009 -0.320
C -5.225 -2.921 0.428 -0.275
C -1.744 -0.071 1.064 0.025
C -1.735 0.164 2.636 -0.399
O -1.910 1.335 3.060 0.101
O -1.498 -0.829 3.624 0.027
C -0.478 0.395 0.278 -0.033
C 0.799 1.079 0.903 -0.593
Br 1.266 2.878 0.151 0.673
C 1.646 0.542 1.899 -0.631
C 1.372 -0.897 2.523 -0.103
Br 3.262 1.518 2.554 0.673
H 4.580 -4.556 -0.854 0.076
H 5.923 -3.395 -1.525 0.075
H 4.927 -2.921 -0.013 0.082
H 4.334 -2.147 -2.812 0.114
H 3.121 -3.492 -2.405 0.121
H 2.785 0.297 -0.861 0.118
H 3.494 -0.200 -2.495 0.065
H 1.339 -0.957 -3.451 0.145
H 0.782 -1.536 -1.798 0.137
H -1.588 -0.456 -2.955 0.180
H -5.049 -1.323 -1.748 0.093
H -4.025 -0.628 -3.095 0.105
H -2.615 -2.636 -3.423 0.112
H -3.329 -3.575 -2.023 0.111
H -4.925 -2.483 -4.324 0.062
H -5.502 -3.465 -3.145 0.077
H -4.353 -0.718 3.665 0.064
H -5.319 -2.298 3.304 0.068
H -3.495 -2.360 3.187 0.051
H -6.149 -2.697 -0.212 0.049
H -5.464 -3.683 1.263 0.065
H -4.400 -3.390 -0.219 0.028
H -1.095 -1.620 3.176 0.111
H 2.375 -1.454 2.648 0.101
H 0.586 -1.499 1.961 0.078
H 1.006 -0.714 3.606 0.101
C -3.889 -0.931 7.277 -0.057
C -4.104 -2.327 6.776 -0.257
N -4.274 -3.427 6.381 0.104
H -3.509 -0.958 8.300 0.059
H -3.165 -0.416 6.642 0.073
H -4.831 -0.381 7.261 0.083
C 4.212 2.587 6.247 -0.072
C 5.614 2.938 6.640 -0.232
N 6.720 3.208 6.949 0.121
H 4.223 1.766 5.527 0.016
H 3.646 2.281 7.127 0.083
H 3.725 3.452 5.793 0.077
C 5.098 3.032 -3.151 -0.053
C 4.888 1.640 -3.664 -0.219
N 4.723 0.544 -4.069 0.124
H 5.478 2.997 -2.128 0.081
H 5.819 3.555 -3.781 0.083
H 4.153 3.578 -3.161 0.078
C -5.799 2.046 -0.518 -0.075
C -5.810 1.549 -1.929 -0.248
N -5.814 1.152 -3.040 0.117
H -5.860 3.136 -0.509 0.028
H -6.651 1.637 0.028 0.081
H -4.877 1.734 -0.025 0.050
C 9.919 1.775 7.030 -0.083
C 10.545 0.460 7.386 -0.257
N 11.038 -0.575 7.668 0.109
H 8.870 1.782 7.330 0.038
H 10.441 2.585 7.542 0.081
H 9.980 1.938 5.953 0.030
C -4.254 4.985 -3.938 -0.081
C -5.091 4.969 -2.695 -0.218
N -5.750 4.950 -1.717 0.122
H -4.365 5.942 -4.449 0.075
H -3.204 4.838 -3.682 0.078
H -4.572 4.186 -4.609 0.054
C -2.936 -4.378 10.410 -0.065
C -2.828 -2.922 10.752 -0.253
N -2.744 -1.776 11.018 0.107
H -3.522 -4.895 11.172 0.080
H -3.425 -4.497 9.442 0.066
H -1.940 -4.823 10.364 0.079
C -3.447 2.426 -7.527 -0.058
C -3.323 3.887 -7.210 -0.229
N -3.227 5.037 -6.960 0.133
H -4.032 1.926 -6.753 0.070
H -3.944 2.296 -8.489 0.084
H -2.456 1.972 -7.574 0.079
C 7.335 -0.983 6.083 -0.054
C 6.074 -0.840 5.286 -0.230
N 5.081 -0.726 4.656 0.099
H 7.101 -1.001 7.149 0.085
H 7.842 -1.911 5.813 0.087
H 8.000 -0.142 5.878 0.051
C -2.176 -5.575 -4.953 -0.075
C -0.780 -5.207 -4.549 -0.254
N 0.318 -4.915 -4.232 0.107
H -2.153 -6.402 -5.665 0.081
H -2.748 -5.878 -4.074 0.075
H -2.666 -4.718 -5.417 0.049
C -4.708 -4.058 -7.881 -0.064
C -4.613 -2.602 -7.537 -0.251
N -4.537 -1.456 -7.264 0.104
H -5.301 -4.579 -7.127 0.079
H -5.185 -4.178 -8.855 0.083
H -3.710 -4.497 -7.916 0.072
C -3.036 6.985 -9.694 -0.091
C -3.260 7.271 -11.148 -0.256
N -3.436 7.496 -12.293 0.106
H -3.859 7.392 -9.104 0.075
H -2.981 5.908 -9.531 0.045
H -2.102 7.443 -9.365 0.077
C 9.970 4.167 3.400 -0.061
C 9.633 2.707 3.447 -0.248
N 9.365 1.550 3.475 0.119
H 9.197 4.709 2.853 0.078
H 10.035 4.566 4.414 0.078
H 10.929 4.310 2.899 0.081

***

# 5
13
Properties=species:S:1:pos:R:3:lowdin_spin:R:1 method="wB97M-V/def2-TZVPD" homo_ha="-0.560 / -0.561" total_charge=+2 spin_multiplicity=6 energy_ev=-35315.7039
O -0.187 -1.177 0.693 0.003
C -0.878 -0.308 -0.048 0.007
C 1.013 -0.574 1.195 0.000
O -1.503 -0.729 -1.065 0.092
O 0.037 0.633 -0.466 0.002
C 1.240 0.644 0.297 0.000
Ho -2.810 -2.038 -2.650 4.876
H 1.821 -1.309 1.146 0.000
H 0.838 -0.289 2.240 0.000
H 2.009 0.603 -0.481 0.000
H 1.285 1.609 0.811 0.000
Li -0.956 1.790 -1.728 0.021
H -1.910 1.144 0.055 -0.002

***

# 6
31
Properties=species:S:1:pos:R:3:lowdin_charge:R:1 method="wB97M-V/def2-TZVPD" homo_ha=-0.425 relative_energy_kj_mol=39.2 total_charge=+1 energy_ev=-15127.1186
C -4.055 -1.552 0.413 -0.046
C -0.622 0.163 2.378 -0.119
C -1.867 0.765 2.488 -0.079
C -0.500 -1.028 1.683 -0.122
C -2.974 0.152 1.922 -0.045
C -1.607 -1.585 1.036 -0.057
C -2.865 -1.015 1.158 -0.274
H 0.278 0.601 2.798 0.100
H -2.029 1.714 2.995 0.110
H 0.434 -1.578 1.699 0.103
H -3.963 0.544 2.122 0.117
H -1.435 -2.488 0.471 0.105
H -3.838 -2.418 -0.198 0.074
H -4.493 -0.779 -0.216 0.083
H -4.836 -1.801 1.131 0.087
C 1.388 1.071 -0.313 -0.198
C 0.504 2.098 -1.004 -0.058
C 2.845 0.113 -2.046 -0.435
N 2.688 0.947 -1.033 0.099
N 1.819 -0.493 -2.618 0.233
N 4.101 -0.118 -2.509 0.191
H 1.573 1.368 0.719 0.121
H 0.985 0.064 -0.231 0.087
H 0.390 1.882 -2.059 0.071
H 0.913 3.104 -0.878 0.087
H 3.531 1.187 -0.535 0.163
H 0.928 -0.512 -2.147 0.121
H 1.916 -1.049 -3.451 0.141
H 4.714 0.684 -2.532 0.130
H 4.229 -0.780 -3.259 0.124
H -0.454 2.167 -0.479 0.086

***

Copy entry 6 word for word.
31
Properties=species:S:1:pos:R:3:lowdin_charge:R:1 method="wB97M-V/def2-TZVPD" homo_ha=-0.425 relative_energy_kj_mol=39.2 total_charge=+1 energy_ev=-15127.1186
C -4.055 -1.552 0.413 -0.046
C -0.622 0.163 2.378 -0.119
C -1.867 0.765 2.488 -0.079
C -0.500 -1.028 1.683 -0.122
C -2.974 0.152 1.922 -0.045
C -1.607 -1.585 1.036 -0.057
C -2.865 -1.015 1.158 -0.274
H 0.278 0.601 2.798 0.100
H -2.029 1.714 2.995 0.110
H 0.434 -1.578 1.699 0.103
H -3.963 0.544 2.122 0.117
H -1.435 -2.488 0.471 0.105
H -3.838 -2.418 -0.198 0.074
H -4.493 -0.779 -0.216 0.083
H -4.836 -1.801 1.131 0.087
C 1.388 1.071 -0.313 -0.198
C 0.504 2.098 -1.004 -0.058
C 2.845 0.113 -2.046 -0.435
N 2.688 0.947 -1.033 0.099
N 1.819 -0.493 -2.618 0.233
N 4.101 -0.118 -2.509 0.191
H 1.573 1.368 0.719 0.121
H 0.985 0.064 -0.231 0.087
H 0.390 1.882 -2.059 0.071
H 0.913 3.104 -0.878 0.087
H 3.531 1.187 -0.535 0.163
H 0.928 -0.512 -2.147 0.121
H 1.916 -1.049 -3.451 0.141
H 4.714 0.684 -2.532 0.130
H 4.229 -0.780 -3.259 0.124
H -0.454 2.167 -0.479 0.086